The following is a quantum chemistry calculation of a cluster of 3 separate species, C4H17N2O2 in total in a non-equilibrium geometry, from OMol25.

```
! RIJCOSX wB97M-V def2-TZVPD def2/J DEFGRID3
* xyz 1 1
C 0.28998 0.41300 -0.12952
N -0.99243 -0.23586 -0.36706
C -2.11865 0.21026 0.48220
C 1.00848 -0.39613 0.92878
N 1.08017 -1.83551 0.46650
C 2.02269 -2.04758 -0.69525
H 0.81208 0.40260 -1.08212
H 0.21903 1.45850 0.17179
H -1.23009 -0.09331 -1.33550
H -1.83054 1.04769 1.12982
H -2.92237 0.50332 -0.18181
H -2.33986 -0.55100 1.22932
H 2.03186 -0.06391 1.10122
H 0.48972 -0.34894 1.88459
H 0.10943 -2.06814 0.21177
H 1.36225 -2.39705 1.26363
H 2.30218 -1.08687 -1.10593
H 2.96185 -2.41242 -0.28525
H 1.53232 -2.71690 -1.38751
H -0.67849 1.96222 -3.50925
H -1.80865 1.00463 -3.45492
O -0.92314 1.09645 -3.15915
H -1.08740 2.71646 3.09224
H 0.15827 3.07815 2.27855
O -0.44869 2.36034 2.45288
*
```

Summary:
- LUMO level: -2.699 eV
- HOMO-LUMO gap: 0.3650 Ha
- Highest occupied orbital energy: -12.63 eV

The following is a quantum chemistry calculation of a structure of composition C4H17N2O2 in a non-equilibrium geometry, from OMol25.

```
! RIJCOSX wB97M-V def2-TZVPD def2/J DEFGRID3
* xyz 1 1
N 0.66016 -0.31157 2.21966
C 1.63403 -0.89108 1.23620
C 0.73400 -1.07467 0.01350
N -0.44329 -0.22209 0.23836
C -0.54496 1.05882 -0.52904
C -1.83530 1.75710 -0.10037
H 1.01183 0.48026 2.74560
H 0.27524 -0.98102 2.87616
H -0.17645 -0.08064 1.22152
H 2.36204 -0.18440 0.86546
H 2.04667 -1.78132 1.71629
H 0.34867 -2.08238 -0.04293
H 1.28207 -0.87189 -0.90255
H -1.30187 -0.73753 0.07933
H -0.66769 0.81913 -1.58017
H 0.34468 1.64159 -0.24298
H -1.88503 2.01367 0.96243
H -1.74596 2.71678 -0.62314
H -2.78267 1.31189 -0.34186
H 3.19384 0.14358 -2.56957
H 3.64679 1.14242 -1.53196
O 3.02266 0.42170 -1.66289
H -3.83469 -0.30528 -0.83609
H -3.24972 -1.60717 -1.42797
O -3.01579 -0.80459 -0.95051
*
```

Summary:
- LUMO level: -2.494 eV
- HOMO-LUMO gap: 0.4272 Ha
- Highest occupied orbital energy: -14.12 eV

The following is a quantum chemistry calculation of a cluster of 3 separate species, C4H17N2O2 in total in a non-equilibrium geometry, from OMol25.

```
! RIJCOSX wB97M-V def2-TZVPD def2/J DEFGRID3
* xyz 2 2
C -1.25846 1.11304 1.48797
C -1.98740 0.44359 0.29757
C -1.11066 -0.41959 -0.62698
C 0.43487 -0.23445 -2.60847
N -0.20615 0.36967 -1.36590
N 0.07783 1.76234 1.28464
H -1.05151 0.27074 2.18291
H -1.87036 1.83766 2.06007
H -2.69259 -0.21432 0.87630
H -2.65508 1.13286 -0.22273
H -1.86986 -1.10989 -1.27776
H -0.77774 -1.35289 -0.14667
H 1.54881 -0.21133 -2.47990
H 0.36033 0.47774 -3.42207
H 0.12887 -1.23944 -2.88581
H -0.77778 1.03726 -1.90889
H 0.24150 1.85409 0.28170
H 0.08628 2.72049 1.68113
H 0.86012 1.28339 1.80460
H 1.84210 -0.70604 0.91699
H 1.24046 -1.00566 2.25958
O 1.61109 -0.26295 1.76324
H 3.11079 -2.22522 -0.49276
H 2.41358 -3.08007 0.50510
O 2.30095 -2.24102 0.03613
*
```

Summary:
- LUMO level (alpha / beta): -6.619 / -12.544 eV
- HOMO-LUMO gap (alpha / beta): 0.4468 / 0.2290 Ha
- Highest occupied orbital energy (alpha / beta): -18.78 / -18.78 eV

The following is a quantum chemistry calculation of a cluster of 4 separate species, C4H17N3O3 in total in a non-equilibrium geometry, from OMol25.

```
! RIJCOSX wB97M-V def2-TZVPD def2/J DEFGRID3
* xyz 0 1
H 0.29013 1.47028 -2.25723
N -0.62045 1.33514 -1.84924
C -0.65898 1.18221 -0.57620
N 0.45059 1.30771 0.23455
N -1.87458 1.01060 0.02446
C -2.11049 0.36719 1.31222
C -2.16277 -1.16257 1.19674
C -0.80487 -1.86472 1.31386
H 0.34716 1.35763 1.23069
H 1.27468 0.82196 -0.08463
H -2.63884 1.03446 -0.62777
H -1.30992 0.60677 2.00487
H -3.05965 0.73991 1.68138
H -2.58841 -1.47323 0.24695
H -2.77861 -1.57381 1.99707
H 0.05784 -1.22962 1.09050
H -0.58715 -2.20773 2.32140
H -0.70850 -2.75031 0.68336
O 2.93624 -0.55374 -0.82972
H 3.08972 -1.50196 -0.82669
H 2.28069 -0.37827 -1.52871
O 2.55885 0.14155 1.98031
H 2.61922 1.10098 1.99882
H 2.87815 -0.13588 1.10498
O 0.81114 -1.05619 -2.63306
H 0.00707 -0.70375 -2.20519
H 0.98688 -0.41345 -3.33121
*
```

Summary:
- LUMO level: 0.626 eV
- HOMO-LUMO gap: 0.3473 Ha
- Highest occupied orbital energy: -8.83 eV
- SMILES: [H]/N=C(\N)NCCC.O.O.O

The following is a quantum chemistry calculation of a cluster of 4 separate species, C4H17NO3 in total in a non-equilibrium geometry, from OMol25.

```
! RIJCOSX wB97M-V def2-TZVPD def2/J DEFGRID3
* xyz -1 2
C 2.11479 0.12244 2.11295
C 1.27042 0.92859 1.17518
N 1.62267 0.57304 -0.20214
C 0.96912 1.44578 -1.22657
C 0.01752 0.74632 -2.19002
H 1.70007 0.25025 3.15305
H 3.15819 0.40427 2.10864
H 2.05499 -0.96698 2.09224
H 0.21858 0.61523 1.28373
H 1.42994 2.00813 1.32676
H 2.62270 0.44053 -0.33821
H 0.50527 2.29308 -0.69906
H 1.79827 1.88620 -1.79888
H -0.20401 1.37467 -3.04458
H 0.33339 -0.25136 -2.48673
H -0.98503 0.71892 -1.75609
H -2.11366 0.11620 0.37756
H -3.54138 0.23952 0.39707
O -2.77989 0.78989 0.57774
H 0.62249 -1.10526 -0.17998
H 0.66855 -2.57607 -0.58564
O 0.13296 -1.94822 -0.06186
H -2.64281 -1.70590 -1.02854
H -1.64768 -2.08316 -0.02977
O -2.63779 -1.96882 -0.08971
*
```

Summary:
- LUMO level (alpha / beta): 3.802 / 3.631 eV
- HOMO-LUMO gap (alpha / beta): 0.1031 / 0.3509 Ha
- Highest occupied orbital energy (alpha / beta): 0.99 / -5.92 eV

The following is a quantum chemistry calculation of a cluster of 4 separate species, C4H17NO3 in total in a non-equilibrium geometry, from OMol25.

```
! RIJCOSX wB97M-V def2-TZVPD def2/J DEFGRID3
* xyz 0 1
C 1.88835 -0.18341 0.71634
C 1.54417 0.45699 -0.61371
N 0.09787 0.61232 -0.96561
C -0.24814 2.02564 -1.18097
C 0.53679 2.71964 -2.28689
H 1.50442 0.45912 1.51981
H 2.96706 -0.14856 0.88563
H 1.55742 -1.21117 0.85879
H 2.11409 1.37760 -0.76541
H 1.97144 -0.13664 -1.43001
H -0.09097 0.14741 -1.83239
H -1.32784 2.00501 -1.38555
H -0.27272 2.55523 -0.23204
H 1.55385 3.03840 -2.03892
H 0.69551 2.00030 -3.09489
H 0.08117 3.57971 -2.78112
O -0.39700 -0.16025 4.11704
H 0.01851 -0.57081 3.34926
H -1.27649 -0.44695 3.79678
O -1.44642 -1.18624 1.52473
H -0.60092 -0.95051 1.08543
H -2.01167 -0.49122 1.12191
O -2.94557 -5.40361 -0.40435
H -3.56350 -5.45945 0.34759
H -2.34942 -4.62854 -0.31144
*
```

Summary:
- LUMO level: 0.575 eV
- HOMO-LUMO gap: 0.3751 Ha
- Highest occupied orbital energy: -9.63 eV
- SMILES: CCNCC.O.O.O

What electronic energy values result from the calculations? In sequence: -11492.526 -11492.309 -11479.295 -15037.028 -12055.160 -12055.632 eV.
What relative energy (zero: lowest compared OMol25 entry of this formula, charge and spin) values result from the calculations? In sequence: 131.7 152.6 130.7 0.0 15.1 107.6 kJ/mol.